1.
# C61H146F21N7O8P3

A cluster of 11 separate species, C61H146F21N7O8P3 in total in a non-equilibrium geometry (the ωB97M-V functional and the def2-TZVPD basis, OMol25).

```
! RIJCOSX wB97M-V def2-TZVPD def2/J DEFGRID3
* xyz 3 1
C -0.0369 -1.7342 1.1463
O 0.7697 -0.7496 0.4681
O 0.4364 -2.0442 2.3381
C -1.4953 -1.0447 1.2117
F -2.3504 -1.7941 1.9363
F -1.3901 0.0529 1.7763
F -2.0916 -0.8398 -0.0362
C 0.6225 -0.6916 -0.9347
C 1.5097 0.4319 -1.4874
H 2.5501 0.0899 -1.5247
H 1.1978 0.7361 -2.4796
H 1.4779 1.2731 -0.8002
H -0.3795 -0.4528 -1.2918
H 0.8785 -1.6735 -1.3714
H -0.0867 -2.5219 0.3884
C -7.2958 0.6680 0.6689
C -6.6113 2.0710 0.6347
N -5.2588 2.1505 1.1666
C -4.9175 3.5425 1.4325
C -5.2942 1.4157 2.4658
C -3.9620 1.4440 3.2596
C -4.2273 1.4655 0.3122
C -4.1830 1.8661 -1.1075
O -5.1050 1.0621 -1.9397
C -5.4020 1.7474 -3.1359
H -6.5693 -0.0704 0.3200
H -8.1436 0.5323 -0.0408
H -7.6051 0.3491 1.6746
H -7.1465 2.8276 1.2015
H -6.5777 2.4108 -0.3944
H -4.9301 4.1203 0.4801
H -3.8434 3.5245 1.6506
H -5.5065 4.0382 2.1967
H -5.5174 0.3513 2.2061
H -6.1487 1.7836 3.0227
H -3.0820 0.9394 2.8218
H -4.1401 1.0778 4.2907
H -3.6633 2.4810 3.3770
H -4.5391 0.4322 0.4276
H -3.2501 1.6109 0.7230
H -3.1715 1.6291 -1.4666
H -4.3171 2.9291 -1.3735
H -4.5818 1.9855 -3.8309
H -5.9903 2.6462 -2.9775
H -6.1091 1.2527 -3.7932
C -1.4832 -1.0941 4.7606
C -0.9956 0.2182 5.3912
N 0.5481 0.3790 5.4585
C 1.1934 -0.8280 5.9700
C 1.1588 0.6116 4.1045
C 0.7434 1.7645 3.2829
C 0.8594 1.5454 6.3774
C 0.6456 1.3553 7.8994
O -0.6736 1.1583 8.2329
C -1.4640 2.2386 8.7596
H -0.9843 -1.2981 3.8166
H -2.5480 -0.9740 4.5455
H -1.3412 -1.9621 5.4130
H -1.3410 0.2043 6.4191
H -1.3707 1.1405 4.9482
H 1.0281 -1.5951 5.2012
H 0.6659 -1.1025 6.9044
H 2.2416 -0.5587 6.0979
H 0.8238 -0.2902 3.5836
H 2.2411 0.5549 4.2510
H -0.3077 1.8087 3.0313
H 1.3011 1.6803 2.3330
H 1.1148 2.7075 3.6500
H 0.3515 2.4384 6.0618
H 1.8983 1.7631 6.0898
H 1.0031 2.3039 8.3525
H 1.2456 0.5462 8.3315
H -1.7107 2.9410 7.9279
H -0.9426 2.8059 9.5477
H -2.4464 1.9489 9.1564
C 1.0309 -5.5425 3.9175
C -0.1556 -4.5961 3.9281
N -1.4790 -5.2426 3.5729
C -2.5796 -4.2034 3.6012
C -1.4287 -5.9777 2.3136
C -0.9501 -5.1950 1.1241
C -1.7392 -6.1685 4.7020
C -3.1052 -6.8799 4.6803
O -4.1625 -6.0558 5.0685
C -5.2321 -6.7791 5.6851
H 1.2580 -5.9141 2.9051
H 1.0140 -6.4622 4.5281
H 1.9137 -4.9608 4.1709
H -0.0029 -3.7389 3.2335
H -0.2592 -4.2850 4.9746
H -2.7838 -4.0732 4.6544
H -3.4656 -4.6843 3.1844
H -2.4035 -3.2866 3.0539
H -2.4843 -6.2036 2.0672
H -0.9045 -6.9032 2.4388
H -1.5449 -4.2787 0.9974
H -1.1185 -5.7554 0.2286
H 0.0957 -4.8713 1.2430
H -1.6602 -5.5861 5.6414
H -0.9178 -6.8727 4.7018
H -2.9538 -7.6202 5.4905
H -3.3762 -7.4191 3.7725
H -4.8968 -7.1746 6.6683
H -5.6188 -7.5589 5.0663
H -6.0511 -6.1260 5.9262
C 2.4081 6.2943 3.5102
C 3.6215 6.6685 2.7157
N 3.5139 7.4885 1.4200
C 2.8198 8.7778 1.7026
C 4.8784 7.7627 0.8979
C 5.0472 8.5261 -0.4270
C 2.6342 6.7185 0.4363
C 2.9887 5.3165 0.0631
O 4.3418 5.3030 -0.3827
C 4.6440 4.0170 -0.9316
H 1.7423 7.1113 3.7819
H 2.7899 5.9714 4.4906
H 1.7716 5.4620 3.1245
H 4.2077 5.7986 2.4361
H 4.1483 7.3453 3.3827
H 2.7556 9.3805 0.7850
H 3.4302 9.2520 2.4875
H 1.8168 8.5503 2.0062
H 5.3509 6.8016 0.8788
H 5.4200 8.3132 1.6614
H 4.5973 7.9409 -1.2643
H 6.1302 8.4720 -0.6248
H 4.6466 9.5399 -0.4983
H 2.6510 7.3257 -0.4595
H 1.6096 6.6839 0.8646
H 2.3407 5.0391 -0.7668
H 2.8306 4.5919 0.8749
H 4.0320 3.7370 -1.7991
H 4.5840 3.2255 -0.1440
H 5.6454 3.9732 -1.3013
C 7.1849 -2.1742 1.7997
C 6.2157 -2.3509 0.6582
N 4.8661 -1.7447 0.7396
C 4.0935 -2.3610 1.8231
C 5.0081 -0.2916 0.9463
C 3.6920 0.5091 1.2021
C 4.1530 -2.1046 -0.5470
C 3.7252 -3.5453 -0.6860
O 4.8284 -4.4823 -0.8178
C 4.4560 -5.6518 -1.4739
H 6.9844 -2.7141 2.7240
H 7.4665 -1.1301 1.9335
H 8.1332 -2.5696 1.4455
H 6.0590 -3.3742 0.4047
H 6.6073 -1.9604 -0.2817
H 4.4354 -1.9396 2.7612
H 4.2246 -3.4405 1.7787
H 3.0456 -2.0806 1.6532
H 5.4864 0.0900 0.0508
H 5.7657 -0.2128 1.7124
H 3.0986 0.1223 2.0261
H 3.0403 0.6353 0.3489
H 3.9558 1.5487 1.4629
H 4.7679 -1.7002 -1.3578
H 3.1946 -1.5475 -0.5488
H 3.1873 -3.5813 -1.6445
H 3.0024 -3.8895 0.0960
H 5.3788 -6.2513 -1.4437
H 4.1175 -5.5196 -2.4845
H 3.6611 -6.2354 -0.9621
C -6.1880 -2.9630 -0.9378
C -5.9849 -2.1865 -2.2214
N -4.7808 -2.5258 -3.0432
C -3.5969 -1.9722 -2.2791
C -4.5647 -4.0107 -3.2155
C -3.3557 -4.3628 -4.0509
C -4.9644 -1.8919 -4.3353
C -5.7048 -2.7002 -5.3737
O -6.9844 -2.9771 -4.8749
C -7.8382 -3.2296 -5.9283
H -6.4933 -3.9696 -1.1744
H -6.9776 -2.4798 -0.3643
H -5.2872 -3.0274 -0.2949
H -5.8913 -1.0832 -2.0930
H -6.8989 -2.3224 -2.7802
H -3.7917 -0.9369 -1.9873
H -2.7318 -2.0589 -2.9589
H -3.4868 -2.6233 -1.4128
H -5.5211 -4.3406 -3.6534
H -4.4214 -4.5045 -2.2631
H -3.5073 -5.3588 -4.4662
H -2.4847 -4.4647 -3.4204
H -3.1105 -3.7247 -4.8756
H -3.9372 -1.7205 -4.6761
H -5.3164 -0.8739 -4.1408
H -5.1661 -3.6110 -5.7214
H -5.8714 -1.9927 -6.2076
H -8.8147 -3.4645 -5.5399
H -7.6254 -4.1300 -6.5324
H -7.9931 -2.4081 -6.6466
C 3.4618 -2.4058 -4.4666
C 3.5832 -1.5026 -5.6796
C 3.2605 -0.1034 -5.1291
N 3.2922 0.9627 -6.1211
C 2.4127 0.5840 -7.2162
C 2.1059 1.7537 -8.1232
C 1.6666 2.9447 -7.2708
C 2.7194 3.3165 -6.2432
C 2.9313 2.1516 -5.3312
C 4.6390 1.1019 -6.6251
H 2.5246 -2.2783 -3.9497
H 4.3069 -2.1900 -3.8179
H 3.4699 -3.4523 -4.8032
H 2.9435 -1.8805 -6.4843
H 4.6276 -1.6487 -6.0248
H 3.9969 0.0699 -4.3629
H 2.2611 -0.1177 -4.7069
H 1.4774 0.1812 -6.8052
H 2.9704 -0.2287 -7.6821
H 1.2178 1.5022 -8.7242
H 2.8776 2.0071 -8.8461
H 0.7461 2.5940 -6.7329
H 1.3519 3.7810 -7.8881
H 2.2780 4.1161 -5.6255
H 3.6624 3.6587 -6.6708
H 1.9533 1.8661 -4.9369
H 3.6814 2.2485 -4.5656
H 5.2576 1.3272 -5.7497
H 4.7739 1.8783 -7.3850
H 4.9721 0.1819 -7.1008
P -1.2214 4.3119 0.3273
F -1.9621 4.2605 1.7752
F -2.6227 4.7176 -0.3162
F -0.9051 5.9095 0.5242
F -0.6151 4.2857 -1.1455
F 0.2108 3.9218 0.9854
F -1.6363 2.7556 0.2027
P -1.6553 0.4714 -5.1313
F -1.2054 0.9932 -6.6392
F -2.8520 1.5959 -5.0940
F -2.6514 -0.5958 -5.8225
F -2.0902 -0.1065 -3.6554
F -0.4457 -0.6213 -5.1784
F -0.6604 1.6016 -4.4051
P 6.4553 0.7275 -2.7509
F 6.7281 1.7619 -1.5303
F 6.7555 -0.5093 -1.7886
F 4.8502 0.7713 -2.2337
F 6.0621 -0.3384 -3.8636
F 6.0686 1.9888 -3.7655
F 8.0118 0.8351 -3.2473
*
```

Calculated values
Molecular weight   1597.8 g/mol
HOMO   -0.5123 Eh
Orbital gap   8.9 eV

2.
# C61H42O7P3SW

A structure of composition C61H42O7P3SW (the ωB97M-V functional and the def2-TZVPD basis, OMol25).

```
! RIJCOSX wB97M-V def2-TZVPD def2/J DEFGRID3
* xyz 2 2
W 0.2854 0.4312 -0.0531
O 2.3984 1.2035 1.5567
C 3.6545 1.3355 0.9776
C 4.8387 0.9780 1.5963
C 6.0243 1.1848 0.9007
C 6.0253 1.7345 -0.3727
C 4.8232 2.0572 -0.9841
C 3.6224 1.8466 -0.3108
P 1.9921 2.1558 -0.9970
C 2.3093 2.4918 -2.7350
C 2.1011 3.7822 -3.2176
C 2.4426 4.0946 -4.5237
C 2.9955 3.1236 -5.3447
C 3.2220 1.8432 -4.8579
C 2.8868 1.5282 -3.5533
C 1.2687 3.5939 -0.2287
C -0.1123 3.4882 -0.0808
C -0.7938 4.4756 0.6221
C -0.0941 5.5493 1.1502
C 1.2845 5.6547 0.9842
C 1.9755 4.6708 0.2974
C 2.3570 0.9028 2.9246
C 2.8897 1.7799 3.8525
C 2.9160 1.3901 5.1827
C 2.4312 0.1436 5.5667
C 1.8597 -0.6968 4.6278
C 1.7865 -0.3034 3.2876
P 0.9177 -1.2575 2.0350
C -0.6325 -1.8161 2.7846
C -1.1250 -1.2705 3.9691
C -2.3444 -1.6882 4.4828
C -3.0896 -2.6462 3.8128
C -2.6143 -3.1839 2.6232
C -1.3988 -2.7694 2.1110
C 1.9348 -2.7305 1.7452
C 1.5538 -4.0029 2.1684
C 2.3885 -5.0879 1.9424
C 3.6060 -4.9115 1.3036
C 3.9980 -3.6432 0.8951
C 3.1687 -2.5580 1.1150
H 4.8528 0.5604 2.5910
H 6.9589 0.9134 1.3690
H 6.9546 1.9034 -0.8917
H 4.8238 2.4686 -1.9823
H 1.6657 4.5406 -2.5821
H 2.2819 5.0943 -4.8955
H 3.2634 3.3694 -6.3610
H 3.6725 1.0970 -5.4923
H 3.1128 0.5398 -3.1661
H -1.8307 2.2142 -0.3198
H -1.8654 4.4066 0.7508
H -0.6228 6.3122 1.7023
H 1.8163 6.4968 1.3969
H 3.0502 4.7355 0.1868
H 3.2949 2.7294 3.5357
H 3.3305 2.0573 5.9229
H 2.4817 -0.1633 6.5991
H 1.4545 -1.6504 4.9360
H -0.5761 -0.5067 4.5016
H -2.7136 -1.2561 5.4002
H -4.0424 -2.9634 4.2088
H -3.1968 -3.9216 2.0941
H -1.0538 -3.1977 1.1744
H 0.6184 -4.1549 2.6830
H 2.0893 -6.0698 2.2788
H 4.2570 -5.7559 1.1390
H 4.9535 -3.5008 0.4111
H 3.4947 -1.5718 0.7995
O -4.5863 1.3571 3.7249
C -3.6550 1.1879 3.0013
C -3.6323 0.2738 1.7343
O -4.5511 -0.3612 1.2908
C -2.2509 0.4043 1.2537
C -1.4957 1.2341 2.0149
O -0.2244 1.3280 1.6729
C -2.2247 1.7949 3.1694
O -1.8329 2.5230 4.0372
O -1.5870 -0.2592 0.3134
C 0.4416 -0.9047 -6.5148
C 1.2981 -1.1173 -5.4447
C 0.8694 -0.8865 -4.1500
C -0.4229 -0.4330 -3.9152
C -1.2983 -0.2607 -4.9903
C -0.8587 -0.4847 -6.2866
P -1.1122 -0.3268 -2.2511
C -2.6529 0.5364 -2.2900
C -2.6179 1.9335 -2.8398
C -3.7736 2.7645 -2.4029
C -4.8121 2.2536 -1.6990
C -4.8389 0.8920 -1.3143
C -3.7297 0.0735 -1.5759
C -1.2784 -2.1100 -1.8902
C -2.1599 -3.0473 -2.4018
C -1.8655 -4.3957 -2.2300
C -0.6834 -4.8200 -1.6275
C 0.2406 -3.8971 -1.1569
C -0.0960 -2.5542 -1.2808
H 0.7776 -1.0890 -7.5231
H 2.3022 -1.4736 -5.6175
H 1.5452 -1.0899 -3.3303
H -2.3285 0.0127 -4.8244
H -1.5419 -0.3466 -7.1115
H -2.5893 1.9267 -3.9395
H -3.7734 3.7973 -2.7207
H -5.6424 2.8910 -1.4300
H -5.6712 0.4933 -0.7579
H -3.7172 -0.9165 -1.1392
H -3.0508 -2.7506 -2.9346
H -2.5596 -5.1362 -2.5952
H -0.4803 -5.8760 -1.5407
H 1.1634 -4.2020 -0.6870
O 1.7856 -0.9196 -0.9195
C 0.6521 -1.4105 -0.8201
S -0.9895 2.7025 -2.4906
C -0.8034 2.3050 -0.7140
*
```

Calculated values
Relative energy (zero: lowest compared OMol25 entry of this formula, charge and spin)   0.0 kJ/mol
Molecular weight   1195.8 g/mol
HOMO (alpha / beta)   -0.4444 / -0.4689 Eh
Orbital gap (alpha / beta)   5.5 / 6.2 eV

3.
# C61H44FNOP2S3V

A structure of composition C61H44FNOP2S3V (the ωB97M-V functional and the def2-TZVPD basis, OMol25).

```
! RIJCOSX wB97M-V def2-TZVPD def2/J DEFGRID3
* xyz 2 2
V -0.8011 -0.6617 0.7584
O 0.4009 0.6739 1.3439
S 0.8798 1.5417 0.1075
C 2.6447 1.4832 0.2992
C 3.2957 2.6066 -0.1685
C 4.6841 2.7786 -0.0806
C 5.3952 1.7898 0.5375
C 6.8573 1.7231 0.8853
C 7.0588 0.3054 1.4659
C 5.6748 -0.2785 1.5325
C 5.2424 -1.4819 2.0064
C 3.8854 -1.7921 1.8354
C 2.9374 -0.9565 1.2624
P 1.3970 -1.9185 0.9704
C 1.9154 -3.0807 -0.3255
C 1.2716 -4.2978 -0.5461
C 1.6164 -5.0906 -1.6299
C 2.6091 -4.6795 -2.5083
C 3.2637 -3.4757 -2.2913
C 2.9196 -2.6804 -1.2091
C 1.0893 -2.7875 2.5293
C 1.3588 -4.1359 2.7463
C 1.0233 -4.7220 3.9597
C 0.4257 -3.9670 4.9581
C 0.1776 -2.6145 4.7553
C 0.5090 -2.0261 3.5467
C 3.3506 0.3555 0.8383
C 4.7377 0.6140 0.9665
C 0.4302 3.1635 0.5558
C 1.1040 3.7564 1.6157
C 0.9621 5.1120 1.9274
C 0.1787 5.8778 1.0918
C -0.1287 7.3509 1.1071
C -1.0562 7.5807 -0.1153
C -1.2964 6.2034 -0.6767
C -2.0991 5.7530 -1.6904
C -2.1864 4.3629 -1.8945
C -1.4581 3.4193 -1.1870
P -2.0304 1.6726 -1.2562
C -1.7155 1.1888 -2.9784
C -0.6496 1.7584 -3.6791
C -0.3252 1.3193 -4.9557
C -1.0694 0.3138 -5.5566
C -2.1260 -0.2643 -4.8668
C -2.4334 0.1529 -3.5812
C -3.8263 1.9697 -1.0838
C -4.7823 1.7983 -2.0821
C -6.1186 2.0877 -1.8311
C -6.5140 2.5521 -0.5875
C -5.5661 2.7384 0.4112
C -4.2354 2.4478 0.1646
C -0.5167 3.8871 -0.2306
C -0.5255 5.2669 0.0393
H 2.7079 3.4123 -0.5908
H 5.1440 3.6846 -0.4532
H 7.0911 2.4935 1.6225
H 7.4861 1.9179 0.0171
H 7.5383 0.3162 2.4441
H 7.6848 -0.3079 0.8156
H 5.9088 -2.2026 2.4634
H 3.5756 -2.7792 2.1566
H 0.5148 -4.6530 0.1377
H 1.1126 -6.0372 -1.7826
H 2.8804 -5.3028 -3.3506
H 4.0514 -3.1554 -2.9624
H 3.4485 -1.7475 -1.0543
H 1.8348 -4.7347 1.9819
H 1.2341 -5.7717 4.1247
H 0.1650 -4.4302 5.9019
H -0.2696 -2.0177 5.5405
H 0.3213 -0.9646 3.4117
H 1.7915 3.1529 2.1979
H 1.4912 5.5349 2.7715
H 0.7855 7.9433 1.0566
H -0.6190 7.6183 2.0449
H -0.5815 8.2187 -0.8626
H -1.9916 8.0654 0.1647
H -2.7088 6.4223 -2.2851
H -2.9144 4.0064 -2.6161
H -0.0857 2.5732 -3.2392
H 0.4963 1.7816 -5.4898
H -0.8308 -0.0129 -6.5613
H -2.7096 -1.0513 -5.3305
H -3.2401 -0.3366 -3.0525
H -4.5012 1.4772 -3.0699
H -6.8496 1.9602 -2.6205
H -7.5562 2.7774 -0.3955
H -5.8646 3.1125 1.3833
H -3.5050 2.6088 0.9499
S -2.3697 0.6559 2.3015
C -2.6916 -0.9844 2.5415
N -2.0082 -1.8482 1.7792
C -2.3562 -3.1764 2.0408
C -1.9010 -4.3073 1.3767
C -2.3739 -5.5462 1.7750
C -3.2978 -5.6642 2.8112
C -3.7900 -4.5395 3.4525
C -3.3142 -3.2996 3.0510
S -3.7964 -1.7221 3.6273
H -1.2272 -4.2092 0.5408
H -2.0309 -6.4376 1.2636
H -3.6509 -6.6438 3.1069
H -4.5301 -4.6260 4.2381
F -1.0984 -3.8188 -4.3646
C -1.0746 -3.0216 -3.2985
C -2.1122 -3.0955 -2.3884
C -2.0657 -2.2691 -1.2750
C -0.9779 -1.4140 -1.0670
C 0.0214 -1.3293 -2.0457
C -0.0172 -2.1334 -3.1642
H -2.9337 -3.7808 -2.5559
H -2.8764 -2.3238 -0.5615
H 0.8513 -0.6415 -1.9330
H 0.7488 -2.0902 -3.9276
*
```

Calculated values
Relative energy (zero: lowest compared OMol25 entry of this formula, charge and spin)   14.2 kJ/mol
Molecular weight   1035.1 g/mol
HOMO (alpha / beta)   -0.4583 / -0.4596 Eh
Orbital gap (alpha / beta)   5.9 / 6.6 eV